[1]
Below is C16H26Cl2CrIN3OS as an isolated structure, with properties calculated with wB97M-V/def2-TZVPD.

Structure (XYZ):
```
51
Properties=species:S:1:pos:R:3:forces:R:3:mulliken_charge:R:1
Cr 0.5635 1.0269 0.4560 -0.641 -0.780 -0.601 0.0742
C -1.8357 2.7758 0.8417 -0.095 0.325 0.400 -0.6676
C -0.7196 3.6172 1.5130 -0.485 -0.021 0.065 -0.6912
N 0.6110 3.2276 1.0275 0.692 -0.640 0.249 -0.2893
C 1.0945 4.0403 -0.1019 0.324 0.020 -0.482 -0.7116
C 1.8933 3.1767 -1.0774 0.084 0.574 0.286 -0.7723
N 1.2172 1.9010 -1.3453 0.350 0.137 -0.094 -0.0708
C 0.0446 1.9278 -2.2305 -0.636 0.020 -0.254 -0.8622
C -1.2223 2.3655 -1.4889 0.298 0.138 -0.591 -0.6901
N -1.2685 1.8191 -0.1200 -0.528 -0.763 -0.127 0.1083
H -2.5635 3.4253 0.3447 0.065 -0.102 0.019 0.4330
H -2.3660 2.2202 1.6147 0.086 -0.041 -0.096 0.3532
H -0.7527 3.4417 2.5884 0.038 0.008 -0.112 0.4232
H -0.8909 4.6826 1.3412 0.069 -0.016 0.026 0.3643
H 1.2572 3.3161 1.8103 -0.082 -0.021 -0.193 0.3800
H 1.7354 4.8588 0.2378 -0.119 -0.009 0.016 0.5343
H 0.2494 4.4964 -0.6171 -0.002 -0.024 0.145 0.2391
H 2.8536 2.9303 -0.6145 -0.033 -0.009 -0.125 0.3661
H 2.0931 3.7359 -1.9995 -0.013 -0.083 0.071 0.3705
H 1.8994 1.3102 -1.8229 -0.146 -0.095 0.373 0.3860
H -0.0914 0.9005 -2.5860 0.089 0.285 -0.031 0.3327
H 0.2052 2.5726 -3.1010 0.050 -0.012 0.064 0.4717
H -2.0896 2.0365 -2.0698 0.032 0.145 0.100 0.5276
H -1.2570 3.4556 -1.4359 -0.122 -0.166 0.045 0.3525
H -1.8535 0.9824 -0.1164 -0.015 0.123 0.023 0.1638
Cl 2.6893 0.2271 0.8825 0.818 0.337 0.417 0.0044
C 2.7041 -1.4462 0.4392 -0.190 -1.056 -0.371 0.9150
C 3.6961 -2.2789 0.9185 0.002 0.180 0.077 -0.7677
C 3.7227 -3.6006 0.5027 -0.080 0.053 -0.061 -0.5019
C 2.7994 -4.0592 -0.4251 -0.026 -0.004 -0.012 -0.5641
C 1.8223 -3.2111 -0.9117 0.164 0.278 0.370 -0.1109
Cl 0.7282 -3.7593 -2.1212 -0.121 -0.176 -0.050 -0.1576
C 1.7107 -1.8963 -0.4325 0.478 -0.085 -0.053 0.0789
S 0.4027 -0.8953 -0.9257 -0.120 1.467 0.734 -0.2013
H 4.4281 -1.8981 1.6110 0.126 0.030 0.097 0.4755
H 4.4737 -4.2707 0.8918 0.055 -0.020 0.005 0.3970
H 2.8228 -5.0774 -0.7778 0.068 -0.116 -0.036 0.4582
I -0.1747 0.3677 2.9084 0.188 0.329 -0.437 -0.2178
C -3.0292 -3.4485 -0.1947 -0.007 0.073 -0.062 -0.7487
C -1.9461 -3.9495 0.7677 0.045 0.228 0.010 -0.2904
C -1.6162 -2.6933 1.5668 -0.051 -0.184 0.192 -0.6804
O -1.7413 -1.6143 0.6505 -0.440 -0.238 0.123 -0.0577
C -2.8095 -1.9255 -0.2315 -0.271 0.100 -0.104 -0.4102
H -4.0266 -3.6860 0.1734 0.013 0.007 -0.015 0.3005
H -2.9253 -3.8728 -1.1904 -0.033 -0.115 0.005 0.2680
H -1.0735 -4.2968 0.2147 0.042 0.017 0.039 0.0361
H -2.2915 -4.7491 1.4165 -0.014 -0.116 -0.015 0.4059
H -0.6060 -2.6806 1.9735 -0.001 0.037 -0.004 0.3676
H -2.3315 -2.5652 2.3905 0.070 0.013 0.023 0.2762
H -2.5230 -1.5742 -1.2273 -0.006 0.013 -0.009 0.2595
H -3.7135 -1.3864 0.0817 0.032 -0.044 -0.040 0.3406
```
Forces are in eV/Å.

Its molar mass is 558.28 g/mol. Its spin multiplicity is 2. The calculation puts the total energy at -3525.32405 hartree. The energy above the lowest of the compared OMol25 structures with the same formula, charge and spin is 69.4 kJ/mol. As for the total charge: +1.

---

[2]
Below is a 11-piece molecular cluster, C6H34NO11 overall, with properties calculated with wB97M-V/def2-TZVPD.

Structure (XYZ):
```
52
Properties=species:S:1:pos:R:3:forces:R:3:mulliken_charge:R:1
C -0.2383 -3.0075 -1.4066 0.706 1.190 -0.760 -0.3334
N 0.3035 -2.1786 -0.3148 -0.636 -0.523 -0.212 0.2366
C -0.4059 -0.9267 0.1261 2.628 -0.502 -0.624 1.1277
C -0.2096 -0.9100 1.6530 -1.129 -0.018 0.046 -0.2789
C -0.5616 0.3316 2.5241 0.863 -0.474 -1.809 -0.8968
O 0.0020 1.5407 2.0692 -0.175 0.218 -0.383 -0.5537
C 0.2321 0.2572 -0.6440 -2.657 0.803 1.190 -0.8297
C -0.7004 -2.1952 -2.6351 -0.999 -0.399 0.493 -1.1341
H -1.0163 -3.7153 -1.1218 0.007 0.063 0.364 0.1886
H 0.6338 -3.5698 -1.7519 -0.179 -0.436 0.225 0.3762
H 1.2417 -1.9558 -0.6422 -0.374 0.146 0.806 -0.1939
H -1.4519 -1.0747 -0.1257 -0.259 0.440 -0.026 0.3591
H 0.7485 -1.3208 1.9388 0.431 -0.019 -0.255 0.3754
H -0.9679 -1.6737 1.8921 0.365 -0.102 0.773 -0.8050
H -0.0699 0.1571 3.4768 -0.879 -0.230 0.588 0.3603
H -1.6472 0.3767 2.4259 -0.133 0.444 1.031 0.2922
H -0.3955 0.3919 -1.5236 0.909 -0.145 -0.759 0.3416
H -0.0512 1.1539 -0.0894 0.415 0.051 -0.063 0.4283
H 1.3108 0.2524 -0.7218 0.035 -0.403 -0.380 -0.3759
H -0.8641 -2.8753 -3.4752 0.193 0.168 -0.137 0.4246
H -0.0406 -1.3703 -2.8824 0.299 -0.177 -0.175 0.2266
H -1.6780 -1.7491 -2.4236 0.036 0.108 -0.064 0.2730
H 3.4432 0.8479 0.0154 0.002 -0.025 0.362 0.3194
H 3.2010 1.0173 -1.4555 0.059 -0.198 -0.225 0.3155
O 3.9082 0.8381 -0.8220 -0.052 0.073 -0.170 -0.5992
H -3.3386 1.2457 0.3807 -0.273 0.744 0.642 0.3698
H -3.8934 -0.1197 0.5830 -0.366 -0.091 0.051 0.2697
O -4.1953 0.7954 0.5524 0.380 -0.684 -0.435 -0.6647
H -2.0262 2.9945 -0.1346 0.636 0.338 -0.273 0.4069
H -1.9689 4.1901 -1.1702 -0.063 -0.054 -0.135 0.2468
O -1.6084 3.3032 -1.0707 -0.650 -0.039 0.316 -0.7672
H -0.7490 2.0210 1.5831 -0.220 0.121 0.575 0.3905
H -2.7548 2.8917 1.8690 -0.076 0.045 -0.062 0.0542
O -2.2020 2.5340 1.1742 0.270 -0.452 -0.237 -0.8847
H 3.1400 2.8235 1.9748 -0.269 -0.736 -0.071 0.2702
H 1.5470 2.5651 1.6496 0.405 -0.662 0.491 0.4644
O 2.2738 3.1866 1.8075 -0.096 1.355 -0.273 -0.6670
H -0.2228 3.2775 -2.6215 -0.270 0.189 -0.065 0.3546
H 0.1699 4.2934 -1.6786 0.156 0.028 0.109 0.3635
O 0.3966 4.0210 -2.5771 0.255 -0.269 -0.190 -0.6905
H 3.5326 -3.3127 -0.6276 -0.078 -0.028 -0.089 0.2687
H 3.0292 -2.1669 -1.5331 0.344 -0.030 -0.062 0.3299
O 3.1683 -2.4232 -0.6154 0.185 0.068 -0.013 -0.6178
H 0.2884 -3.5362 1.2120 0.439 -0.482 -0.337 0.2731
H -0.8743 -4.3585 1.6150 0.311 -0.707 0.043 0.4148
O 0.0894 -4.4512 1.5147 -0.462 0.803 0.079 -0.7321
H 1.5938 2.3015 -2.9230 0.047 0.273 -0.167 0.3519
H 3.0315 2.4118 -2.5384 0.139 0.310 -0.283 0.3267
O 2.4659 1.9668 -3.1802 0.006 -0.270 0.437 -0.7080
H -3.5087 -3.9882 1.6934 0.033 0.129 -0.036 0.3088
H -2.3274 -3.1966 2.3010 -0.233 0.035 0.052 0.3512
O -2.6744 -4.0866 2.1607 -0.027 0.015 0.098 -0.7282
```
Forces are in eV/Å.

Its molar mass is 296.33 g/mol. The calculation puts the total energy at -1131.41197 hartree. The energy above the lowest of the compared OMol25 structures with the same formula, charge and spin is 226.0 kJ/mol. As for the total charge: -1.

---

[3]
Below is C2H5BrNS as an isolated structure, with properties calculated with wB97M-V/def2-TZVPD.

Structure (XYZ):
```
10
Properties=species:S:1:pos:R:3:forces:R:3:mulliken_charge:R:1
C 1.5505 -0.5079 0.0624 -4.011 -2.065 -0.871 0.2685
C -0.3380 -0.5410 -0.1877 3.450 -0.775 -1.160 -0.7122
N -0.9673 0.7228 0.2163 -1.323 0.586 -1.903 -0.1927
S 2.2354 -1.9589 0.0367 -0.125 2.013 0.214 -0.0388
Br 1.9591 1.3004 -0.0343 1.118 0.117 0.184 -0.0583
H -0.7765 -1.2922 0.3660 -0.321 -1.754 1.517 0.3967
H -0.4260 -0.8887 -1.2547 -0.098 1.234 0.904 0.3460
H -1.2174 1.2288 -0.6624 0.018 -0.030 0.970 0.3769
H -0.2028 1.2372 0.6284 0.292 1.007 0.661 0.2301
H -1.8170 0.6996 0.8294 1.000 -0.333 -0.516 0.3839
```
Forces are in eV/Å.

Its molar mass is 155.04 g/mol. The calculation puts the total energy at -3105.81791 hartree. As for the total charge: +1.

---

[4]
Below is a 5-piece molecular cluster, C38H67N9O6P overall, with properties calculated with wB97M-V/def2-TZVPD.

Structure (XYZ):
```
121
Properties=species:S:1:pos:R:3:forces:R:3:mulliken_charge:R:1
C 1.3963 -1.2892 3.5195 -0.149 1.297 0.319 -0.7792
C 0.7538 0.0115 3.6834 0.345 -1.035 -0.609 -0.1006
C 1.2150 1.3362 2.8677 -0.430 -0.041 1.297 -0.3273
C 1.2900 1.0997 1.2903 2.522 -0.372 -1.812 0.7922
C 2.7057 1.0387 0.6116 -2.677 0.134 -2.122 -0.3119
C 4.0843 1.1865 1.4132 0.231 -0.716 -0.260 -1.2186
C 4.5750 -0.3421 1.7148 0.205 1.227 -0.309 0.5490
C 5.9065 -0.4070 2.5942 1.429 1.667 1.928 0.4311
N 6.5086 -1.7645 2.8273 -1.395 0.777 -1.458 -0.6305
O 6.4811 0.5776 3.1186 -2.570 -3.232 -2.308 -0.5088
C 2.7672 0.8245 -0.9502 -2.570 -0.938 1.485 0.1660
C 4.2055 0.8128 -1.6303 2.038 3.976 -1.784 -0.2012
O 4.6548 1.9285 -2.0137 -1.999 -4.587 2.079 -0.5346
O 5.0390 -0.3211 -1.7974 -1.503 3.521 0.118 -0.2767
N 4.2629 -1.4125 -2.1362 -0.076 -3.310 -0.006 0.0679
C 5.2227 -2.5839 -2.1001 -0.543 -0.963 -0.915 -0.3322
C 4.3123 -3.8984 -2.3783 0.477 0.794 -0.068 -0.9185
C 1.4521 0.6365 -1.7565 -0.579 0.847 4.645 0.6218
P 1.4074 0.3174 -3.6052 3.552 -0.814 -4.201 1.1543
O 2.7465 0.6191 -4.3202 -3.294 -0.438 2.963 -0.7050
O 1.1844 -1.3851 -3.7829 -0.906 3.108 0.417 -0.4475
O 0.2130 1.2020 -4.4429 0.767 -2.529 2.024 -0.5830
C 0.1091 0.7192 -0.9502 2.102 0.110 -1.024 -1.1146
N -1.1539 0.5650 -1.6639 1.732 0.154 0.785 0.3171
C -1.4208 -0.8443 -2.0982 -0.402 -1.435 1.876 -0.4184
C -2.5759 -1.4982 -1.1492 0.043 -0.459 -1.367 -0.4286
C -2.9661 -2.9199 -1.8394 0.773 0.797 -0.344 -0.0939
C -1.7023 -3.9234 -1.8102 -0.353 0.212 -0.011 -0.9478
N 0.0664 0.9401 0.4982 3.600 -1.107 -1.908 0.5684
N -1.2104 1.0234 1.0439 -0.032 1.139 0.358 -0.2784
C -1.6435 2.4531 0.8780 0.084 1.396 -0.023 -0.5842
C -2.2978 3.1218 2.1787 -0.086 1.365 -0.717 -0.4493
C -3.0275 4.4973 1.6607 0.874 -0.842 -0.893 -0.2908
C -1.9011 5.4881 1.0416 -0.427 0.449 0.367 -0.9484
H 0.9282 -2.1561 2.9310 -0.224 0.754 2.518 0.2460
H 2.4149 -1.5159 4.0218 -0.731 0.901 -2.343 0.3536
H -0.1021 0.1483 4.4454 0.151 -0.528 -2.509 0.4125
H 2.1807 1.7236 3.3349 -1.036 -0.305 -1.291 0.3569
H 0.4049 2.1447 3.0459 1.319 -1.305 -0.210 -0.0970
H 4.0034 1.8134 2.3654 -0.091 -1.056 -1.375 0.4565
H 4.9151 1.6902 0.7842 -1.685 -0.713 0.774 0.4443
H 4.8278 -0.7835 0.6772 -0.576 0.288 1.767 -0.1419
H 3.6926 -0.8706 2.2205 1.533 0.308 -0.712 -0.1076
H 5.7397 -2.4171 3.0914 0.503 0.614 -0.184 0.2513
H 6.7604 -2.0767 1.8620 0.030 0.108 0.926 0.3096
H 3.9516 -1.3711 -3.1286 0.457 0.706 0.622 0.1059
H 5.7819 -2.6613 -1.1055 -1.033 0.335 -1.323 0.2072
H 5.9912 -2.4744 -2.9594 -1.009 -0.144 1.538 0.2976
H 3.2818 -3.7276 -1.9057 1.589 -0.486 -0.483 0.2189
H 4.8649 -4.8015 -1.9505 -1.052 1.144 -0.671 0.3422
H 4.1537 -4.0261 -3.5078 0.300 0.082 1.684 0.2632
H 0.8621 -1.5509 -4.7021 0.435 0.228 0.374 0.4099
H -0.3067 0.5362 -4.9605 0.452 0.717 0.228 0.3552
H -1.2793 1.2563 -2.4138 0.411 -0.397 0.519 0.4487
H -0.4753 -1.4560 -1.8775 -1.342 0.860 -0.806 0.2032
H -1.7204 -0.9272 -3.1973 0.439 0.289 1.533 0.2317
H -2.2068 -1.6598 -0.0738 -0.420 0.394 -1.591 0.1490
H -3.4670 -0.7803 -1.1566 1.181 -1.095 0.114 0.3099
H -3.9091 -3.3566 -1.3436 1.547 0.537 -0.816 0.2446
H -3.1843 -2.6612 -2.9447 0.059 -0.608 1.877 0.0239
H -0.8037 -3.5120 -2.4125 -1.493 -0.549 1.062 0.1384
H -1.9631 -4.9266 -2.2952 0.302 1.340 0.868 0.3675
H -1.3944 -4.0714 -0.7171 -0.255 -0.006 -1.582 0.2393
H -1.2303 0.7037 2.0221 0.398 0.200 -0.558 0.4053
H -2.2908 2.5465 -0.0745 0.728 -0.300 1.704 0.3420
H -0.6857 3.0603 0.6452 -1.543 -0.861 0.393 0.2490
H -3.0531 2.4680 2.7294 1.140 0.784 -0.768 0.3284
H -1.4544 3.4943 2.8805 -1.379 -0.986 -0.884 0.1494
H -3.6203 4.9702 2.5138 0.883 -0.656 -1.326 0.0777
H -3.7109 4.1679 0.7864 0.745 0.722 1.586 0.3031
H -2.3514 6.5017 0.7109 0.631 -1.687 0.646 0.3468
H -1.1060 5.7075 1.8444 -1.102 -0.314 -1.243 0.2541
H -1.3881 5.0613 0.1116 -0.766 0.470 1.390 0.2286
C -7.3358 5.9660 5.4359 -0.080 -0.009 -0.004 -1.1404
C -6.2377 6.5561 6.3146 -0.386 -0.085 0.050 -0.4248
C -4.8712 6.5789 5.6254 0.055 -0.826 0.049 -0.3383
C -4.4506 5.1793 5.2774 1.037 -2.470 -0.736 0.2455
N -4.1196 4.0779 5.0036 -1.086 3.562 0.875 -0.4835
H -7.1350 4.9206 5.1874 0.038 0.086 -0.010 0.3514
H -8.2959 5.9966 5.9564 0.078 0.029 -0.079 0.3282
H -7.4364 6.5288 4.5028 -0.016 -0.062 0.064 0.3019
H -6.1757 5.9772 7.2416 0.106 0.115 -0.068 0.2930
H -6.5144 7.5775 6.5914 0.169 -0.052 -0.011 0.3084
H -4.1232 7.0215 6.2880 0.054 -0.147 -0.141 0.3113
H -4.9117 7.1781 4.7115 0.057 -0.154 0.008 0.2920
C 5.7085 -3.2767 8.5665 -0.015 -0.002 0.086 -1.1317
C 6.7017 -3.9144 7.6005 -0.176 -0.107 0.346 -0.4785
C 6.8051 -3.1636 6.2705 -0.722 -0.243 -0.168 -0.3289
C 5.4696 -3.1537 5.5839 -2.363 0.189 -1.469 0.3028
N 4.4176 -3.1455 5.0423 3.411 0.032 1.725 -0.5520
H 4.6919 -3.2870 8.1646 0.082 0.033 -0.018 0.3514
H 5.6895 -3.8276 9.5098 0.018 0.087 -0.069 0.3301
H 5.9828 -2.2399 8.7833 -0.046 -0.081 -0.001 0.2955
H 6.4031 -4.9518 7.4184 0.114 0.093 -0.068 0.2995
H 7.6883 -3.9419 8.0717 -0.021 0.012 -0.185 0.3239
H 7.5365 -3.6495 5.6199 -0.179 0.133 -0.108 0.3154
H 7.1302 -2.1327 6.4349 -0.147 -0.042 -0.143 0.2918
C -0.7341 1.7938 -9.1122 -0.050 0.047 -0.050 -1.0373
C 0.7777 1.6999 -9.2913 -0.273 0.338 0.078 -0.4491
C 1.3056 0.2690 -9.1605 -0.138 -0.018 0.759 -0.3714
C 0.9914 -0.2684 -7.7945 -0.415 -1.257 2.412 0.1453
N 0.7460 -0.6904 -6.7203 0.599 1.318 -3.336 -0.4448
H -1.0422 1.4770 -8.1122 0.029 -0.028 -0.070 0.2508
H -1.0682 2.8257 -9.2423 0.014 -0.114 -0.018 0.3255
H -1.2555 1.1721 -9.8463 0.007 0.059 0.081 0.3079
H 1.2632 2.3432 -8.5506 0.071 -0.122 -0.105 0.2989
H 1.0435 2.0887 -10.2783 0.101 -0.143 0.088 0.3218
H 2.3882 0.2523 -9.3095 -0.091 -0.150 0.165 0.2778
H 0.8497 -0.3796 -9.9135 -0.001 -0.053 0.192 0.3086
C -7.5260 -4.0931 -1.9488 -0.044 -0.007 0.070 -1.1077
C -7.6662 -4.2990 -3.4534 -0.245 0.019 0.296 -0.4360
C -6.3311 -4.1993 -4.1949 0.053 0.829 0.149 -0.3487
C -5.7342 -2.8361 -3.9917 1.262 2.458 0.148 0.2974
N -5.2642 -1.7637 -3.8310 -1.622 -3.430 -0.547 -0.5163
H -7.1530 -3.0932 -1.7118 0.027 -0.071 -0.052 0.3328
H -8.4965 -4.2015 -1.4588 0.107 -0.029 -0.025 0.3357
H -6.8414 -4.8283 -1.5144 -0.057 0.062 -0.006 0.2861
H -8.3664 -3.5566 -3.8493 0.109 -0.104 -0.075 0.2933
H -8.1039 -5.2843 -3.6382 0.103 0.079 -0.112 0.3139
H -6.4813 -4.3668 -5.2644 0.153 0.123 0.070 0.3107
H -5.6306 -4.9550 -3.8285 0.042 0.160 -0.008 0.2782
```
Forces are in eV/Å.

Its molar mass is 776.98 g/mol. The calculation puts the total energy at -2773.08396 hartree. As for the total charge: +1.